Entry 1:
Molecular formula: C53H139N9O16
Method: DFT, the ωB97M-V functional and the def2-TZVPD basis

Each line ends with the Mulliken charge.
CARTESIAN COORDINATES (ANGSTROEM)
C -3.0008 -2.5517 -3.1643  -0.65
O -3.3753 -1.6446 -4.2040  -0.48
C -3.1956 -0.2769 -3.9353  0.81
C -4.1325 0.6379 -4.7683  0.13
C -3.9981 0.5015 -6.3160  -1.18
N -3.7884 2.0389 -4.4949  -0.62
H -3.3008 -3.5493 -3.4851  0.41
H -3.3916 -2.3918 -2.1594  0.26
H -1.9115 -2.5887 -3.1703  0.16
H -3.2746 -0.0199 -2.8790  0.05
H -2.1714 0.0084 -4.1757  -0.61
H -5.1427 0.4213 -4.4209  0.42
H -4.6050 1.2748 -6.7869  0.44
H -4.4304 -0.4529 -6.6166  0.34
H -2.9265 0.6188 -6.4773  0.13
H -2.8505 2.2574 -4.7993  0.55
H -4.4840 2.4872 -5.0740  0.27
C 0.1717 8.6030 -2.6349  -0.67
O 0.8655 8.1205 -1.4806  -0.37
C 0.0429 7.3483 -0.6406  -0.62
C 0.9093 6.9330 0.6351  0.27
C 1.9644 5.9777 0.3484  -1.42
N 0.1541 6.4973 1.7716  -0.50
H -0.6353 9.1653 -2.1651  0.38
H -0.1645 7.8344 -3.3308  0.18
H 0.7358 9.2993 -3.2554  0.27
H -0.8282 7.9672 -0.4255  0.57
H -0.3165 6.4150 -1.0741  0.08
H 1.3987 7.8614 0.9294  0.56
H 1.5089 5.0250 0.0780  0.03
H 2.6593 5.9067 1.1851  0.34
H 2.5008 6.4203 -0.4909  0.51
H -0.3854 7.2983 2.0673  0.32
H 0.8062 6.3294 2.5244  -0.06
C -4.5465 -1.0684 2.6706  -0.63
O -4.2060 -1.3274 4.0092  0.29
C -4.9993 -0.5724 4.8747  -0.82
C -4.2907 -0.6120 6.2367  0.87
C -4.2170 -2.0883 6.7213  -0.91
N -4.9174 0.1858 7.2912  -0.76
H -4.5532 0.0020 2.4651  0.19
H -5.4988 -1.5114 2.3791  0.39
H -3.7494 -1.5136 2.0750  -0.03
H -5.0298 0.4665 4.5462  0.33
H -5.9918 -0.9992 5.0186  0.33
H -3.2700 -0.2387 6.1543  -0.19
H -3.5098 -2.6428 6.1045  -0.17
H -5.1664 -2.6085 6.5940  0.26
H -3.8669 -2.1242 7.7529  0.50
H -4.5635 -0.3094 8.0972  0.27
H -5.9241 0.1162 7.2475  0.29
C 4.8555 3.6878 1.3738  -0.42
O 5.8199 2.8694 0.7139  -0.50
C 5.2295 1.6129 0.3006  0.13
C 4.8518 0.6663 1.5002  2.29
C 6.0996 0.3171 2.3591  -1.83
N 4.2501 -0.5246 0.9350  0.06
H 4.1279 3.2424 2.0522  0.11
H 4.2486 4.1673 0.6058  0.15
H 5.4321 4.4402 1.9120  0.38
H 4.4551 1.7725 -0.4496  -0.27
H 5.9525 1.0762 -0.3136  -0.02
H 4.0689 1.0949 2.1259  -0.93
H 6.8342 -0.2174 1.7567  0.33
H 5.7498 -0.3014 3.1856  0.50
H 6.4899 1.2343 2.8001  0.34
H 4.2622 -1.3085 1.5717  0.34
H 3.2696 -0.3059 0.8306  -0.47
C -0.8419 2.9419 -3.5847  -0.64
O -1.0768 2.8520 -5.0204  -0.70
C 0.0552 3.3014 -5.7361  -0.77
C 0.5061 4.7833 -5.5014  0.37
C -0.7069 5.7579 -5.7477  -1.51
N 1.4692 5.1534 -6.5238  -0.72
H -1.5256 2.2854 -3.0466  0.17
H -1.1548 3.9349 -3.2618  0.43
H 0.1411 2.6264 -3.2350  0.13
H 0.8725 2.6085 -5.5357  0.29
H -0.2215 3.2053 -6.7860  0.62
H 0.9350 4.9705 -4.5170  0.31
H -0.3807 6.7978 -5.7632  0.38
H -1.4256 5.6615 -4.9339  0.30
H -1.1658 5.5373 -6.7114  0.36
H 2.3584 4.6747 -6.5044  0.30
H 1.0469 4.7852 -7.3642  0.35
C 5.4950 -1.2523 -1.9027  -0.50
O 5.4042 -1.9338 -3.1221  -0.39
C 4.6745 -3.1194 -2.8608  -0.13
C 4.6026 -3.8960 -4.1931  -1.07
N 3.3798 -3.6893 -4.9747  -0.37
C 3.2577 -2.2953 -5.4013  0.64
C 1.9357 -2.1498 -6.2236  -0.98
O 1.6072 -0.7384 -6.3789  -0.23
C 0.1676 -0.5054 -6.6440  -0.56
H 6.2128 -0.4406 -2.0220  0.34
H 5.9986 -1.8771 -1.1651  0.45
H 4.5413 -0.8553 -1.5551  0.01
H 3.6946 -2.9880 -2.4018  -0.03
H 5.2528 -3.7904 -2.2257  0.62
H 4.7847 -4.9525 -3.9964  0.51
H 5.5014 -3.6257 -4.7475  0.36
H 3.2640 -4.3174 -5.7571  0.27
H 4.0736 -1.8965 -6.0040  0.24
H 3.2942 -1.5906 -4.5705  -0.60
H 1.1327 -2.7599 -5.8100  0.37
H 2.1561 -2.5189 -7.2252  0.55
H -0.0573 0.5552 -6.7561  -0.09
H -0.4027 -0.7975 -5.7623  0.25
H -0.1252 -1.0094 -7.5651  0.50
C -6.4265 -12.2480 1.9431  -0.77
O -5.5957 -11.0991 1.9483  -0.31
C -5.5457 -10.4305 3.2190  -0.63
C -4.9438 -9.0869 2.9883  -0.50
N -3.4822 -9.2280 3.0553  -0.45
C -2.7562 -8.0627 2.6150  -1.07
C -2.8845 -6.7222 3.4338  0.24
O -3.9630 -5.9007 3.1169  -0.46
C -4.0531 -4.6647 3.9180  -0.40
H -6.2729 -12.9238 1.1018  0.26
H -7.4830 -11.9842 1.8953  0.30
H -6.3592 -12.8161 2.8709  0.31
H -5.0665 -11.0645 3.9649  0.35
H -6.5691 -10.3378 3.5827  0.44
H -5.2001 -8.3646 3.7633  0.36
H -5.2889 -8.5214 2.1227  0.34
H -3.2604 -9.8475 2.2890  0.25
H -3.0696 -7.8051 1.6033  0.46
H -1.7110 -8.3236 2.4492  0.46
H -1.9603 -6.1816 3.2298  -0.14
H -2.8281 -6.9157 4.5050  0.31
H -3.8704 -4.7666 4.9878  0.37
H -4.9338 -4.0336 3.7990  0.31
H -3.2423 -4.0315 3.5577  -0.13
C -0.5554 -5.2410 5.7625  -0.34
O 0.5340 -5.7229 4.9309  -0.40
C 1.1913 -4.6809 4.1521  -0.68
C 0.4356 -4.4760 2.8351  0.33
N 1.1389 -3.4777 2.0224  -0.12
C 0.8781 -3.4013 0.6055  -1.28
C -0.5036 -2.7993 0.3134  -0.35
O -0.4857 -1.3790 0.5318  0.36
C -1.6240 -0.7045 0.0363  0.14
H -0.2378 -4.4644 6.4583  0.34
H -1.0623 -5.9855 6.3763  0.36
H -1.2432 -4.7593 5.0674  -0.13
H 2.1634 -5.1281 3.9446  0.28
H 1.3828 -3.7458 4.6785  0.30
H -0.5729 -4.1320 3.0645  -0.61
H 0.3360 -5.3871 2.2451  0.60
H 0.9662 -2.5634 2.4150  0.06
H 0.9266 -4.3983 0.1677  0.57
H 1.5293 -2.7029 0.0798  0.14
H -1.3043 -3.3112 0.8472  0.29
H -0.6400 -2.9060 -0.7627  0.14
H -1.5431 0.3700 0.2007  -0.70
H -2.5916 -1.0058 0.4377  0.19
H -1.5358 -0.8343 -1.0424  -0.21
C 1.1983 -0.5959 -3.2413  -0.73
O 0.6805 0.0987 -2.1355  1.16
C 1.7532 0.8591 -1.5738  -0.65
C 1.2689 1.3747 -0.1491  -0.31
N 1.4643 0.3745 0.9144  1.03
C 1.0008 0.9899 2.1592  0.30
C 1.1777 0.0641 3.3781  -1.32
O 0.2035 -1.0030 3.4473  -0.22
C -1.1401 -0.6757 3.7362  0.26
H 1.3525 0.0250 -4.1238  0.10
H 0.3930 -1.1998 -3.6593  0.04
H 1.9675 -1.3384 -3.0288  0.08
H 1.8735 1.6536 -2.3103  0.21
H 2.6435 0.2412 -1.4570  -0.62
H 0.2282 1.6591 -0.3048  0.06
H 1.7648 2.3357 -0.0127  0.39
H 0.7386 -0.3102 0.7572  0.04
H 0.0014 1.4116 2.0518  -0.42
H 1.6760 1.8434 2.2197  0.45
H 1.2620 0.5256 4.3619  0.38
H 2.1784 -0.3433 3.2343  0.14
H -1.1424 -0.2733 4.7493  0.43
H -1.7747 -1.5619 3.7324  -0.43
H -1.5592 0.0606 3.0504  -0.10
C 1.9665 3.3337 4.6306  -0.37
C 2.1042 4.8341 4.8507  0.51
C 2.6472 5.0885 6.2552  -1.75
O 2.9950 5.3996 3.8926  -0.41
H 1.1681 3.2151 3.8982  -0.12
H 1.5546 2.9583 5.5674  0.44
H 2.8299 2.7803 4.2612  0.08
H 1.1110 5.2757 4.7695  0.14
H 2.8668 6.1494 6.3753  0.52
H 3.5981 4.6196 6.5083  0.38
H 1.8420 4.7649 6.9147  0.42
H 3.7489 5.5697 4.4620  0.29
C -2.8348 5.2629 1.1095  -1.42
C -2.4048 4.0604 1.9014  0.66
C -3.1101 2.7371 1.4764  -0.74
O -1.0507 3.8523 1.8404  -0.09
H -3.9192 5.3273 1.1993  0.49
H -2.5883 5.3771 0.0539  0.17
H -2.5958 6.1948 1.6220  0.35
H -2.6719 4.2334 2.9439  0.13
H -4.1848 2.7525 1.6578  0.57
H -2.7555 1.9986 2.1954  -0.10
H -2.8668 2.4854 0.4441  0.10
H -0.6247 4.6877 1.6348  -0.06
C 4.9617 3.4597 -3.5524  -1.19
C 4.8089 2.8524 -4.9326  0.31
C 4.1068 1.4932 -5.1075  -0.70
O 4.0992 3.8139 -5.6271  -0.49
H 4.0126 3.6680 -3.0584  0.20
H 5.6089 4.3341 -3.4848  0.56
H 5.4508 2.7600 -2.8747  0.21
H 5.7638 2.7071 -5.4377  0.13
H 3.9359 1.3518 -6.1747  0.39
H 3.2150 1.4727 -4.4811  -0.39
H 4.7014 0.6257 -4.8215  0.56
H 4.6494 4.6004 -5.6110  0.28

For the largest force on an atom, the calculation gives 0.058 Eh/bohr. The calculation puts the highest occupied orbital energy at -8.29 eV. Its frontier orbital gap is 0.3230 hartree. The value obtained for the LUMO energy is 0.5 eV. The total energy is -3798.93121 Eh. The SMILES is COC[C@H](C)N.COC[C@H](C)N.COC[C@H](C)N.COC[C@H](C)N.COC[C@H](C)N.COCCNCCOC.COCCNCCOC.COCCNCCOC.COCCNCCOC.CC(C)O.CC(C)O.CC(C)O. The value obtained for the energy relative to the best compared isomer or geometry (same formula, charge and spin) is 0.0 kJ/mol. The net charge is 0.

***

Entry 2:
Molecular formula: C4H14N2O
Method: DFT, the ωB97M-V functional and the def2-TZVPD basis

Each line ends with the natural charge from an NBO analysis.
CARTESIAN COORDINATES (ANGSTROEM)
C -0.2606 0.7354 -1.2980  -0.21
C 0.6478 -0.4244 -0.5593  -0.53
C 0.4070 -0.1261 0.9347  0.27
C 1.4101 0.7023 1.5917  0.10
N 2.5511 0.1753 2.2672  -0.73
N -1.5998 0.8177 -0.7513  -0.70
H 0.2817 1.7477 -1.1985  0.27
H -0.3579 0.5709 -2.3898  0.32
H 0.5200 -1.4794 -0.9481  0.38
H 1.5467 -0.2411 -0.9652  0.28
H -0.6019 -0.4909 1.3169  0.31
H 1.4626 1.6708 1.0759  0.30
H 2.5123 -0.8651 2.0414  0.49
H 3.4753 0.5725 2.1110  0.52
H 2.5605 0.1935 3.2856  0.51
H -2.1768 1.6344 -1.0185  0.50
H -2.1421 -0.0254 -0.9067  0.50
H -1.6061 0.9015 0.3005  0.41
H -2.5446 -2.0283 -2.3029  0.51
H -3.4799 -2.2381 -1.2191  0.53
O -2.6054 -1.8033 -1.3675  -1.00

The multiplicity is 2. For the largest force on an atom, the calculation gives 0.081 Eh/bohr. The calculation puts the highest occupied orbital energy (spin up / spin down) at -22.21 / -22.21 eV. Its frontier orbital gap (spin up / spin down) is 0.1998 / 0.2085 hartree. The value obtained for the LUMO energy (spin up / spin down) is -16.8 / -16.5 eV. The total energy is -344.16120 Eh. Its expectation value of S² is 0.76. The value obtained for the energy relative to the best compared isomer or geometry (same formula, charge and spin) is 340.5 kJ/mol. The net charge is +3.